Record 1
Below is C39H36Br3N7O6 as an isolated structure at a distorted geometry, with properties calculated with ωB97M-V/def2-TZVPD.

```
91
Properties=species:S:1:pos:R:3
C 20.840 -21.961 1.059
Br 21.225 -22.800 2.738
Br 22.490 -20.879 0.594
Br 19.304 -20.867 1.479
H 20.533 -22.570 0.208
C 11.054 -22.204 4.196
C 12.424 -22.383 4.518
C 13.330 -22.260 3.469
C 12.877 -21.812 2.195
C 11.519 -21.567 2.011
C 10.566 -21.877 2.963
N 13.841 -21.683 1.074
O 13.459 -20.812 0.235
O 14.894 -22.418 1.028
H 10.394 -22.361 5.036
H 12.738 -22.651 5.516
H 14.352 -22.474 3.746
H 11.254 -21.233 1.018
H 9.504 -21.726 2.842
C 19.712 -26.717 0.889
C 19.037 -27.972 0.519
C 18.746 -28.302 -0.787
C 19.365 -27.538 -1.770
C 20.021 -26.338 -1.440
C 20.186 -25.896 -0.170
N 19.192 -27.828 -3.192
O 19.051 -26.860 -3.917
O 19.238 -28.976 -3.595
H 19.836 -26.467 1.932
H 18.674 -28.536 1.365
H 18.227 -29.197 -1.096
H 20.310 -25.687 -2.252
H 20.727 -24.988 0.053
C 19.422 -18.344 -10.735
C 18.059 -18.143 -10.359
C 17.521 -19.034 -9.346
C 18.291 -20.150 -8.819
C 19.605 -20.181 -9.129
C 20.147 -19.256 -10.045
N 17.675 -21.033 -7.788
O 17.728 -22.200 -7.980
O 17.169 -20.513 -6.780
H 19.949 -17.710 -11.433
H 17.378 -17.424 -10.791
H 16.472 -18.905 -9.125
H 20.179 -20.936 -8.614
H 21.091 -19.666 -10.370
N 22.782 -23.629 -8.326
C 22.371 -22.934 -7.245
C 21.060 -23.029 -6.792
C 20.159 -23.911 -7.415
C 20.525 -24.665 -8.520
C 21.847 -24.473 -8.940
H 22.989 -22.225 -6.715
H 20.716 -22.526 -5.900
H 19.236 -24.181 -6.924
H 19.980 -25.509 -8.915
H 22.121 -24.970 -9.858
N 17.147 -25.188 3.869
C 17.353 -24.476 2.746
C 16.879 -24.864 1.567
C 16.064 -26.030 1.439
C 16.008 -26.899 2.546
C 16.637 -26.439 3.744
H 17.805 -23.495 2.761
H 17.125 -24.244 0.717
H 15.618 -26.278 0.488
H 15.534 -27.864 2.442
H 16.630 -27.133 4.571
N 17.195 -21.134 -3.099
C 18.060 -22.048 -3.714
C 18.505 -23.151 -3.034
C 18.214 -23.356 -1.679
C 17.402 -22.444 -1.029
C 16.802 -21.453 -1.810
H 18.374 -21.867 -4.731
H 19.135 -23.804 -3.620
H 18.683 -24.152 -1.119
H 17.241 -22.364 0.036
H 16.252 -20.688 -1.281
N 22.336 -26.316 -5.556
C 22.373 -25.523 -4.447
C 23.366 -25.634 -3.545
C 24.456 -26.436 -3.788
C 24.505 -27.204 -4.881
C 23.377 -27.128 -5.814
H 21.551 -24.829 -4.341
H 23.367 -25.023 -2.654
H 25.320 -26.454 -3.140
H 25.313 -27.904 -5.034
H 23.424 -27.621 -6.774
```

Properties
Maximum force: 4.6 eV/Å
Relative energy (zero: lowest compared OMol25 entry of this formula, charge and spin): 98.6 kcal per mole
Orbital gap: 8.4 eV
Charge: 0
2S+1: 1
E_tot: -273856.8670 eV

Charges obtained by Mulliken population analysis, quoted in units of e:
1. C 0.020
2. Br -0.017
3. Br -0.057
4. Br -0.030
5. H 0.058
6. C -0.084
7. C -0.746
8. C 0.007
9. C -0.041
10. C -0.075
11. C -0.875
12. N 0.884
13. O -0.520
14. O -0.497
15. H 0.331
16. H 0.403
17. H 0.401
18. H 0.431
19. H 0.368
20. C -0.510
21. C -0.634
22. C -0.793
23. C -0.004
24. C 0.417
25. C -0.522
26. N 0.974
27. O -0.520
28. O -0.596
29. H 0.452
30. H 0.411
31. H 0.511
32. H 0.358
33. H 0.501
34. C -0.425
35. C -0.498
36. C -0.463
37. C 0.229
38. C 0.231
39. C -0.596
40. N 0.901
41. O -0.495
42. O -0.563
43. H 0.380
44. H 0.379
45. H 0.356
46. H 0.268
47. H 0.327
48. N -0.621
49. C -0.436
50. C 0.030
51. C 0.183
52. C -0.615
53. C -0.426
54. H 0.389
55. H 0.186
56. H 0.405
57. H 0.417
58. H 0.423
59. N -0.662
60. C -0.149
61. C 0.755
62. C -0.779
63. C -0.420
64. C -0.407
65. H 0.466
66. H -0.036
67. H 0.505
68. H 0.441
69. H 0.385
70. N -0.489
71. C -0.251
72. C -0.324
73. C 0.667
74. C -0.238
75. C -0.921
76. H 0.371
77. H 0.432
78. H -0.093
79. H 0.341
80. H 0.377
81. N -0.248
82. C -0.070
83. C -0.540
84. C -0.376
85. C -0.405
86. C -0.366
87. H 0.480
88. H 0.428
89. H 0.369
90. H 0.392
91. H 0.393


Record 2
Below is an isolated ion of composition C6H12N3 and charge +1 at a distorted geometry, with properties calculated with ωB97M-V/def2-TZVPD.

```
21
Properties=species:S:1:pos:R:3
C 0.226 1.746 0.429
C 0.171 2.669 -0.623
C -0.365 0.798 -1.670
C -0.215 0.443 -0.183
C -1.445 -0.608 1.726
C 1.106 -1.926 -0.529
N -0.184 2.038 -1.818
N -1.204 -0.305 0.392
N 1.239 -0.486 -0.227
H 0.529 1.955 1.434
H 0.299 3.701 -0.683
H -0.740 0.116 -2.383
H -2.285 0.000 1.950
H -1.370 -1.706 1.907
H -0.708 -0.158 2.356
H 0.688 -2.526 0.286
H 0.453 -2.049 -1.298
H 2.062 -2.487 -0.604
H -1.750 -0.916 -0.208
H 1.785 -0.078 -0.981
H 1.710 -0.219 0.726
```

Properties
Maximum force: 4.6 eV/Å
Relative energy (zero: lowest compared OMol25 entry of this formula, charge and spin): 85.8 kcal per mole
Orbital gap: 9.3 eV
Charge: +1
2S+1: 1
Structure (SMILES): CN[C@]1([NH2+]C)C=CN=C1
E_tot: -10877.5983 eV

Charges obtained by natural (NBO) population analysis, quoted in units of e:
1. C -0.307
2. C 0.045
3. C 0.070
4. C 0.261
5. C -0.427
6. C -0.440
7. N -0.349
8. N -0.588
9. N -0.594
10. H 0.250
11. H 0.236
12. H 0.217
13. H 0.233
14. H 0.222
15. H 0.202
16. H 0.232
17. H 0.217
18. H 0.255
19. H 0.400
20. H 0.426
21. H 0.440


Record 3
Below is a 5-piece molecular cluster, C17H34O7S2 overall at a distorted geometry, with properties calculated with ωB97M-V/def2-TZVPD.

```
60
Properties=species:S:1:pos:R:3
C -0.758 2.405 -1.995
C -0.916 3.781 -1.460
O -0.749 4.764 -2.140
C -1.202 3.902 0.020
H -0.121 2.430 -2.880
H -1.758 2.167 -2.384
H -0.463 1.645 -1.283
H -0.935 2.994 0.554
H -2.234 4.166 0.250
H -0.593 4.727 0.399
C 0.882 0.724 2.859
C 0.084 0.538 4.140
O -0.794 1.312 4.419
C 0.336 -0.692 4.968
H 1.147 -0.244 2.431
H 1.759 1.310 3.143
H 0.354 1.273 2.083
H 1.293 -1.187 4.785
H -0.352 -1.476 4.624
H 0.169 -0.566 6.033
C 4.075 0.784 0.914
C 5.088 1.394 -0.049
O 6.181 1.736 0.315
C 4.571 1.717 -1.431
H 3.589 -0.110 0.524
H 3.342 1.453 1.353
H 4.718 0.412 1.720
H 3.578 2.172 -1.402
H 4.623 0.900 -2.148
H 5.148 2.549 -1.855
C -4.539 -1.764 0.731
C -3.491 -1.011 1.542
C -2.499 -0.335 0.562
S -3.611 0.224 -0.800
O -3.033 -0.279 -2.027
O -3.981 1.612 -0.696
C -5.040 -0.808 -0.329
H -5.352 -2.046 1.402
H -4.132 -2.698 0.337
H -3.009 -1.634 2.290
H -3.984 -0.176 2.051
H -1.898 -1.134 0.134
H -1.847 0.419 0.990
H -5.522 -1.183 -1.229
H -5.760 -0.121 0.121
C 1.686 -3.626 -2.075
C 0.610 -3.119 -3.034
C 0.053 -1.780 -2.579
S 1.102 -1.228 -1.119
O 0.419 -1.668 0.076
O 1.510 0.137 -1.333
C 2.452 -2.388 -1.649
H 2.307 -4.384 -2.546
H 1.181 -4.086 -1.222
H -0.131 -3.874 -3.298
H 1.136 -2.987 -3.987
H -0.980 -1.743 -2.239
H 0.181 -1.031 -3.356
H 3.159 -2.486 -0.824
H 2.949 -1.778 -2.404
```

Properties
Maximum force: 3.3 eV/Å
Relative energy (zero: lowest compared OMol25 entry of this formula, charge and spin): 14.8 kcal per mole
Orbital gap: 9.2 eV
Charge: 0
2S+1: 1
Structure (SMILES): O=S1(=O)CCCC1.O=S1(=O)CCCC1.CC(C)=O.CC(C)=O.CC(C)=O
E_tot: -54181.8468 eV

Charges obtained by natural (NBO) population analysis, quoted in units of e:
1. C -0.734
2. C 0.598
3. O -0.555
4. C -0.721
5. H 0.236
6. H 0.258
7. H 0.224
8. H 0.202
9. H 0.250
10. H 0.236
11. C -0.724
12. C 0.590
13. O -0.542
14. C -0.727
15. H 0.229
16. H 0.237
17. H 0.233
18. H 0.221
19. H 0.240
20. H 0.242
21. C -0.725
22. C 0.599
23. O -0.530
24. C -0.732
25. H 0.214
26. H 0.241
27. H 0.227
28. H 0.238
29. H 0.231
30. H 0.233
31. C -0.414
32. C -0.401
33. C -0.652
34. S 2.142
35. O -0.964
36. O -0.934
37. C -0.656
38. H 0.227
39. H 0.213
40. H 0.228
41. H 0.210
42. H 0.248
43. H 0.255
44. H 0.256
45. H 0.243
46. C -0.419
47. C -0.415
48. C -0.647
49. S 2.119
50. O -0.951
51. O -0.935
52. C -0.628
53. H 0.231
54. H 0.222
55. H 0.229
56. H 0.207
57. H 0.264
58. H 0.245
59. H 0.245
60. H 0.239


Record 4
Below is a 2-piece molecular cluster, CO4S overall at a distorted geometry, with properties calculated with ωB97M-V/def2-TZVPD.

```
6
Properties=species:S:1:pos:R:3
C -1.568 0.187 0.078
O 0.641 -1.005 -0.219
O -0.942 1.149 0.135
O 2.583 0.453 -0.431
O -2.252 -0.723 0.034
S 1.539 -0.061 0.404
```

Properties
Maximum force: 3.9 eV/Å
Relative energy (zero: lowest compared OMol25 entry of this formula, charge and spin): 4.7 kcal per mole
Orbital gap (alpha / beta): 9.2 / 7.7 eV
Charge: 0
2S+1: 3
E_tot: -20058.8899 eV

Charges obtained by natural (NBO) population analysis, quoted in units of e:
1. C 1.035
2. O -0.769
3. O -0.547
4. O -0.695
5. O -0.494
6. S 1.471